1.
The following is a DFT calculation (ωB97M-V with the def2-TZVPD basis set) of the molecule C18H19ClN4.

Values from the calculation:
2S+1: 1
Electronic energy (Eh): -1376.5168
SMILES: CN(Cc1cccnc1)Cc1cn(C)nc1-c1cccc(Cl)c1
Charge: 0
Energy relative to the best compared isomer or geometry (same formula, charge and spin) (kJ/mol): 0.00
E_HOMO (eV): -8.5
HOMO-LUMO gap (eV): 9.257

```
42
Properties=species:S:1:pos:R:3:forces:R:3
C 3.142363 -0.656399 -1.554132 -0.0272 0.0227 0.0149
N 1.834391 -0.089131 -1.326219 0.0163 0.1297 -0.1675
C 1.557547 1.052712 -2.180474 0.0263 0.0234 0.0201
C 0.440573 1.875201 -1.600493 -0.1363 0.1194 -0.0524
C 0.486057 2.273971 -0.268278 -0.1210 0.1047 -0.1277
C -0.532621 3.060830 0.235316 0.1289 -0.0116 -0.1058
C -1.573006 3.410582 -0.613356 0.0594 0.1062 0.1552
N -1.640591 3.021282 -1.873517 -0.4608 0.2357 -0.2460
C -0.659054 2.274004 -2.348789 0.3780 -0.1906 -0.0162
C 0.774372 -1.092822 -1.398934 0.1104 -0.0502 0.1629
C 0.624842 -1.784124 -0.083929 -0.0351 -0.2363 0.0737
C 1.390081 -2.813456 0.424714 -0.2525 0.1448 -0.1316
N 0.978605 -3.035126 1.689191 0.1026 0.2535 -0.4842
C 1.470075 -4.014744 2.613598 0.1841 -0.3212 0.3077
N 0.000133 -2.212929 2.036265 -0.5442 0.2404 0.5101
C -0.245385 -1.444903 0.980972 0.5481 -0.5539 -0.1503
C -1.310719 -0.446802 1.025176 -0.2936 0.2387 0.1335
C -2.224652 -0.310442 -0.016596 0.0935 -0.0291 0.0391
C -3.241185 0.622819 0.061934 -0.0399 0.0242 0.0110
C -3.371137 1.429465 1.178856 -0.0021 -0.0604 0.1199
C -2.467698 1.280772 2.218029 -0.0840 -0.1815 -0.1569
Cl -2.617529 2.285223 3.620292 0.0026 0.1569 0.1770
C -1.444601 0.354323 2.155464 -0.0543 -0.0060 -0.0616
H 3.900002 0.112781 -1.408985 0.0677 -0.0276 -0.0011
H 3.313769 -1.447374 -0.826662 0.1102 -0.0444 0.0009
H 3.256875 -1.077852 -2.566737 0.0102 -0.0231 -0.0060
H 1.315985 0.757356 -3.217302 0.0521 0.0638 0.0348
H 2.460681 1.671253 -2.212956 -0.0268 -0.0909 -0.0848
H 1.313976 1.961465 0.350163 0.0778 -0.0506 0.0907
H -0.522901 3.396642 1.260285 -0.0315 0.0322 0.1147
H -2.391152 4.030519 -0.271781 -0.0479 0.0480 0.1415
H -0.757330 1.985113 -3.388856 0.0961 -0.1105 -0.0955
H 0.977830 -1.829770 -2.195460 -0.0735 0.1433 -0.0223
H -0.154715 -0.574626 -1.636455 0.0524 -0.0911 -0.0629
H 2.166537 -3.403091 -0.021233 0.1728 -0.1162 -0.0903
H 1.355665 -5.021019 2.206181 -0.0153 0.0510 0.0373
H 0.887084 -3.925902 3.527724 0.0436 -0.0101 -0.0717
H 2.524448 -3.839891 2.837621 -0.0651 -0.0046 0.0120
H -2.160784 -0.959031 -0.877182 0.0256 -0.0613 -0.0766
H -3.942791 0.724923 -0.751836 -0.0547 0.0189 -0.0771
H -4.163351 2.158033 1.245833 -0.0582 0.0873 0.0318
H -0.750689 0.240167 2.972548 0.0651 0.0267 0.1001
```
Positions in Å, forces in eV/Å.

Atomic partial charges in e from the Mulliken method, atoms 1 to 4: C -1.120; N 0.386; C -1.045; C 0.525

***

2.
The following is a DFT calculation (ωB97M-V with the def2-TZVPD basis set) of a structure of composition C18H19ClOPY.

Values from the calculation:
2S+1: 1
Electronic energy (Eh): -1611.8472
Charge: +2
Energy relative to the best compared isomer or geometry (same formula, charge and spin) (kJ/mol): 80.84
E_HOMO (eV): -14.9
HOMO-LUMO gap (eV): 6.904

```
41
Properties=species:S:1:pos:R:3:forces:R:3
Y -0.583476 2.874144 -0.454374 -0.7819 1.8605 3.3773
Cl -1.709386 3.524631 1.682300 0.6124 -0.2776 -1.3564
P 0.178112 0.408310 0.217513 -0.2548 -2.2051 0.9620
C 1.735536 -0.531522 0.231527 0.4077 0.6552 -0.7124
C 2.146655 -1.205734 -0.928353 0.0279 0.0708 0.1644
C 3.441762 -1.729351 -0.976980 -0.0598 -0.0461 0.0117
C 4.316039 -1.555702 0.108208 -0.0714 0.0672 -0.4460
C 3.912431 -0.853675 1.248935 -0.1792 -0.1313 -0.2631
C 2.621835 -0.346027 1.311593 -0.2946 0.1271 -0.3785
C -0.826720 -0.378975 1.570113 -0.7564 -0.1036 -0.9048
C -2.129242 0.106787 1.792751 0.1640 0.2109 -0.2152
C -2.921250 -0.396247 2.815740 -0.0929 -0.1375 -0.3472
C -2.443326 -1.464416 3.577326 0.0696 0.2798 0.0897
C -1.194703 -2.018329 3.288102 -0.3420 -0.2330 0.1277
C -0.419072 -1.536590 2.246506 0.5840 0.4093 -0.4093
C -0.783614 0.094665 -1.354992 -0.0785 0.9824 -0.5719
C -1.168327 1.237347 -2.169250 0.6012 0.3402 -0.3286
C -2.217835 1.220092 -3.080918 0.7218 0.4091 0.2623
C -2.864862 0.020965 -3.284850 -0.8188 -0.6701 -0.0150
C -2.438993 -1.146426 -2.625428 -0.0381 0.2735 -0.3045
C -1.426707 -1.111538 -1.656765 -0.2637 0.3990 0.1263
H -2.573876 0.832439 1.098893 0.2754 0.0083 0.5113
H -3.922242 0.023845 2.962306 0.4247 -0.2940 0.0428
H -3.069761 -1.867458 4.373271 0.2998 0.0529 -0.1567
H -0.820882 -2.859508 3.859751 -0.1683 -0.0398 -0.0719
H 0.476838 -2.078821 1.917710 -0.2156 0.4111 0.4833
H 1.462522 -1.298486 -1.786826 0.4848 -0.0332 0.4545
H 3.753149 -2.249860 -1.891926 0.0137 0.1986 0.5619
H 5.341004 -1.923689 0.029040 -0.3586 0.0427 0.0843
H 4.602438 -0.671731 2.069629 -0.1285 -0.1496 -0.1642
H 2.294946 0.229774 2.171447 0.0709 -0.0958 0.0627
H -0.519351 2.209096 -2.321916 -1.2602 -2.5154 -0.8514
H -2.426382 2.172908 -3.584775 -0.2751 -0.7559 -0.1353
H -3.743906 -0.001233 -3.933465 0.4046 -0.1777 0.0767
H -2.924828 -2.099307 -2.860750 0.1598 0.4110 0.1516
H -1.182537 -2.017444 -1.097061 -0.0712 0.3178 -0.0825
H 1.610907 2.100303 -1.761051 -1.3144 -0.2809 -2.4583
H 1.132676 2.022639 -2.469165 2.1009 0.2458 2.3325
O 1.401110 3.934000 -0.226108 1.4548 1.0502 -0.0745
H 1.977104 4.603183 -0.691869 -0.8608 -0.7844 0.4152
H 1.906212 3.726945 0.584161 -0.1934 0.1077 -0.0503
```
Positions in Å, forces in eV/Å.

Atomic partial charges in e from the Mulliken method, atoms 1 to 4: Y 1.223; Cl -0.376; P 0.516; C 0.341

***

3.
The following is a DFT calculation (ωB97M-V with the def2-TZVPD basis set) of the molecule C18H19F3N4O4S.

Values from the calculation:
2S+1: 1
Electronic energy (Eh): -1915.1360
SMILES: O=C(CSc1nnc(CNC(=O)c2cccc(C(F)(F)F)c2)o1)NC[C@@H]1CCCO1
Charge: 0
Energy relative to the best compared isomer or geometry (same formula, charge and spin) (kJ/mol): 0.00
E_HOMO (eV): -9.2
HOMO-LUMO gap (eV): 9.601

```
49
Properties=species:S:1:pos:R:3:forces:R:3
O -1.080059 -0.602127 -1.730485 0.2548 -0.1819 -0.2914
C -1.694695 0.431200 -1.535149 -0.2885 0.1823 -0.1314
C -3.029631 0.700322 -2.228040 -0.2932 -0.1689 0.2330
S -4.332241 1.236409 -1.054716 -0.0858 0.2148 -0.4530
C -4.050386 0.058409 0.179467 -0.0406 -0.1502 0.4943
N -4.392126 0.090666 1.428147 -0.4657 1.2913 -1.0560
N -3.852804 -1.005956 2.000444 0.7138 -1.4204 0.5256
C -3.215407 -1.653042 1.085950 -0.1658 0.1911 0.4551
C -2.368427 -2.872676 1.172958 -0.0371 -0.2261 -0.0500
N -1.167508 -2.697101 0.385836 -0.2412 -0.0429 -0.1911
C 0.049171 -2.578702 0.975535 -0.0179 -0.0742 -0.2702
O 0.240557 -2.749596 2.160764 0.1130 0.0750 0.3076
C 1.146662 -2.226376 0.019684 0.2798 -0.0116 -0.0488
C 1.164084 -2.669198 -1.298020 0.0356 0.0670 0.2269
C 2.193830 -2.296324 -2.144505 0.1061 0.0531 -0.0651
C 3.207139 -1.471374 -1.691303 -0.0768 -0.0092 0.1332
C 3.196691 -1.041384 -0.369241 -0.0136 0.0357 0.0950
C 4.304359 -0.138528 0.091895 0.1831 0.2447 0.0206
F 5.518602 -0.691324 -0.060988 0.0470 -0.2085 -0.0859
F 4.333715 1.014533 -0.612593 -0.1098 0.0350 -0.1934
F 4.204326 0.219616 1.378468 -0.1869 -0.1219 0.2157
C 2.180521 -1.424265 0.491019 0.0829 -0.0610 -0.0828
O -3.318789 -1.036575 -0.120812 -0.2046 -0.1161 0.1368
N -1.312825 1.389495 -0.686895 0.1852 0.4110 0.1040
C -0.083133 1.364420 0.068061 0.2980 0.2528 -0.0709
C 0.739945 2.627272 -0.240113 0.1394 -0.6563 -0.0341
C 1.875377 2.834197 0.769445 -0.1841 0.1213 -0.1288
C 1.256601 3.809691 1.769723 -0.1724 0.0298 -0.1863
C 0.355694 4.642431 0.862924 0.1281 0.3055 0.2550
O -0.117264 3.759406 -0.142684 -0.1919 -0.0882 -0.0758
H -3.357038 -0.201087 -2.746224 0.1764 0.1029 0.0524
H -2.934625 1.517813 -2.942280 -0.0254 0.0087 -0.0166
H -2.077928 -3.040414 2.213298 -0.1291 0.0303 -0.1722
H -2.931545 -3.740559 0.807287 0.0697 0.0847 0.1263
H -1.275734 -2.319172 -0.548388 0.0839 0.0658 0.0736
H 0.383421 -3.317924 -1.662609 -0.1068 -0.0402 -0.0430
H 2.204128 -2.644121 -3.165563 -0.0073 -0.0427 -0.0958
H 4.006146 -1.163403 -2.348430 0.0704 0.0109 -0.0834
H 2.173411 -1.110621 1.524291 0.0004 0.0199 0.0721
H -1.816045 2.265866 -0.636238 -0.1227 -0.1816 -0.0557
H 0.471514 0.465670 -0.206993 -0.0412 0.1019 0.0593
H -0.324770 1.334319 1.136330 0.1058 -0.0393 -0.0017
H 1.108669 2.562061 -1.271976 -0.0398 0.0074 0.1179
H 2.737137 3.284649 0.278480 0.0478 -0.0447 0.0146
H 2.183988 1.899683 1.230048 0.0895 -0.0769 -0.0059
H 0.660542 3.274241 2.509104 -0.0109 0.0205 0.0507
H 1.997530 4.414535 2.285221 0.0219 0.0168 0.0742
H 0.923490 5.455864 0.391104 -0.0624 -0.0353 0.0706
H -0.511381 5.065298 1.373986 0.0884 0.0180 -0.0251
```
Positions in Å, forces in eV/Å.

Atomic partial charges in e from the Mulliken method, atoms 1 to 4: O -0.652; C 0.388; C -0.891; S -0.211

***

4.
The following is a DFT calculation (ωB97M-V with the def2-TZVPD basis set) of a structure of composition C18H19F3N6ORuS2Se.

Values from the calculation:
2S+1: 2
Electronic energy (Eh): -4693.5390
Charge: -1
Energy relative to the best compared isomer or geometry (same formula, charge and spin) (kJ/mol): 18.42
E_HOMO (alpha / beta) (eV): -3.9 / -3.8
HOMO-LUMO gap (alpha / beta) (eV): 6.008 / 5.954

```
51
Properties=species:S:1:pos:R:3:forces:R:3
Ru 0.145693 0.469503 0.081548 1.1384 -0.1111 0.1944
N 1.398332 4.369751 -1.314807 -0.0127 0.0135 -0.0576
C 1.139448 3.050042 -1.068233 -0.0389 -0.0347 0.1185
S 0.520934 2.657269 0.519410 -0.0320 0.5496 0.0391
N 1.406223 2.202393 -2.016824 0.0701 0.0521 -0.0774
N 1.161951 0.909949 -1.635983 0.0197 0.0506 -0.0844
C 1.342722 -0.018236 -2.494077 -0.0091 0.0927 0.0238
C 1.122105 -1.377317 -2.028495 0.0852 -0.1091 0.0003
C 1.283836 -2.486797 -2.839015 0.0492 0.0317 0.0590
C 1.141938 -3.743792 -2.271545 -0.0144 -0.0154 0.0090
C 0.880820 -3.847746 -0.919964 0.1005 -0.0135 0.0039
C 0.712450 -2.687009 -0.177756 0.0277 0.0306 0.0742
N 0.819896 -1.477906 -0.719227 -0.7073 -0.1649 -0.1073
H 0.876548 5.028519 -0.762492 0.0132 -0.0052 0.0124
H 1.517315 4.604912 -2.287305 0.0134 0.0009 0.0050
H 1.682077 0.205386 -3.499259 -0.0122 0.0130 -0.0046
H 1.491149 -2.358738 -3.892336 0.0109 0.0024 0.0004
H 1.225717 -4.631537 -2.883860 -0.0097 0.0005 -0.0008
H 0.753907 -4.806992 -0.439892 -0.0333 0.0041 -0.0025
H 0.461421 -2.722034 0.871069 0.0004 0.0072 0.0118
F 0.862474 0.894955 5.839054 -0.0243 0.0033 -0.0178
C 0.789784 -0.319499 5.243786 0.0061 0.0206 0.0237
F -0.499836 -0.641436 5.168734 0.0056 -0.0332 0.0011
F 1.362187 -1.188575 6.113589 0.0163 0.0239 0.0073
C 1.501412 -0.329912 3.924260 -0.0408 0.0151 -0.0458
C 2.858289 -0.572942 3.913254 0.0099 -0.0559 0.0036
C 3.576476 -0.557235 2.720547 0.0114 -0.0070 0.0015
C 2.884340 -0.279048 1.561076 -0.0061 0.0364 0.0000
N 1.581074 -0.028342 1.562263 0.0158 0.1501 0.0453
C 0.844435 -0.046645 2.703774 0.0536 -0.0117 -0.0084
S -0.786885 0.291219 2.335194 -0.0858 -0.2854 0.0395
H 3.362676 -0.791056 4.845859 -0.0047 0.0037 -0.0013
H 4.637906 -0.754316 2.698115 -0.0018 -0.0036 -0.0027
H 3.369146 -0.247479 0.592147 0.0045 0.0051 0.0023
Se -2.369767 -2.578181 0.467333 -0.2491 -0.1954 0.0873
C -2.251165 -3.109760 -1.269490 -0.0840 0.0642 -0.0862
N -2.155348 -3.421746 -2.385685 0.0707 -0.0540 0.0263
C -3.482639 0.424632 -1.978058 0.0113 -0.0419 0.0156
C -2.535992 1.276846 -1.132692 -0.1516 -0.1608 0.0816
C -3.098796 1.411237 0.280030 0.0126 0.0060 -0.0071
C -2.376848 2.659529 -1.773139 -0.0004 -0.0410 0.0017
O -1.291926 0.613846 -1.172263 -0.2413 0.0975 -0.3758
H -4.469420 0.890170 -2.051376 -0.0062 0.0015 0.0020
H -3.580728 -0.564423 -1.529001 -0.0151 0.0137 -0.0068
H -3.071442 0.301449 -2.981628 0.0026 0.0065 -0.0026
H -4.101457 1.845722 0.239859 0.0010 -0.0091 0.0159
H -2.470433 2.058245 0.895146 0.0106 0.0140 -0.0087
H -3.161121 0.425267 0.745213 -0.0218 0.0144 -0.0293
H -3.343824 3.164989 -1.846392 -0.0044 -0.0075 -0.0034
H -1.957628 2.553227 -2.775814 0.0097 0.0029 0.0006
H -1.709429 3.279643 -1.174653 0.0367 0.0327 0.0234
```
Positions in Å, forces in eV/Å.

Atomic partial charges in e from the Mulliken method, atoms 1 to 4: Ru -0.099; N -0.444; C 0.562; S -0.444